{
  "formula": "C4H8O2",
  "method": "the ωB97M-V functional and the def2-TZVPD basis",
  "symbols": ["O", "O", "C", "C", "C", "C", "H", "H", "H", "H", "H", "H", "H", "H"],
  "xyz": [[-0.80, 0.75, -1.43], [1.10, 1.34, 0.67], [0.62, 0.05, 0.33], [-0.76, 0.29, -0.31], [-1.99, 0.03, 0.51], [1.55, -0.69, -0.61], [1.20, -1.71, -0.80], [0.52, -0.48, 1.28], [1.18, 1.83, -0.16], [1.60, -0.17, -1.57], [-1.86, 0.41, 1.53], [-2.15, -1.06, 0.59], [2.56, -0.75, -0.17], [-2.86, 0.49, 0.04]],
  "mulliken_charge": [-0.55, -0.55, 0.22, 0.70, -1.20, -1.30, 0.34, 0.35, 0.37, 0.29, 0.34, 0.30, 0.36, 0.34],
  "homo_ev": -9.663,
  "smiles": "CC(=O)[C@@H](C)O",
  "charge": 0,
  "e_tot_ev": -8372.4524,
  "homo_lumo_gap_ev": 10.59,
  "e_lumo_ha": 0.0340,
  "relative_energy_kj_mol": 80.0
}

{
  "formula": "C4H4IN",
  "method": "the ωB97M-V functional and the def2-TZVPD basis",
  "symbols": ["I", "N", "C", "C", "C", "C", "H", "H", "H", "H"],
  "xyz": [[-1.23, 3.65, 0.57], [0.33, 1.11, -1.46], [-0.94, 1.20, -0.92], [-0.98, 2.49, -0.95], [0.83, 0.23, -0.38], [-0.73, -0.11, -0.18], [1.58, -0.47, -0.56], [-1.19, -0.22, 0.72], [1.07, 0.98, 0.39], [-0.80, -1.03, -0.82]],
  "mulliken_charge": [0.18, -0.35, 0.51, -0.67, -0.34, -0.43, 0.35, 0.35, 0.19, 0.22],
  "homo_ev": [-8.214, -8.213],
  "charge": 0,
  "e_tot_ev": -13797.0495,
  "homo_lumo_gap_ev": [7.99, 7.99],
  "e_lumo_ha": [-0.0083, -0.0084],
  "relative_energy_kj_mol": 579.5
}

{
  "formula": "C22H24Cl3HoNO3P2",
  "method": "the ωB97M-V functional and the def2-TZVPD basis",
  "symbols": ["Ho", "Cl", "Cl", "Cl", "P", "P", "O", "O", "O", "N", "C", "C", "C", "C", "C", "C", "C", "C", "C", "C", "C", "C", "C", "C", "C", "C", "C", "C", "C", "C", "C", "C", "H", "H", "H", "H", "H", "H", "H", "H", "H", "H", "H", "H", "H", "H", "H", "H", "H", "H", "H", "H", "H", "H", "H", "H"],
  "xyz": [[-0.30, -0.45, 1.18], [-4.58, -1.53, 2.74], [-4.74, -2.75, 0.07], [-3.57, -4.25, 2.28], [-1.69, 1.91, 0.99], [1.98, 0.57, 2.38], [-1.47, -2.21, 2.15], [-2.26, -1.21, 0.32], [0.05, -2.98, -0.32], [0.42, -0.13, -0.67], [-2.54, -0.10, -3.60], [4.19, -1.86, -1.41], [4.09, -0.81, -0.48], [-0.47, -1.06, -2.72], [1.72, -0.66, -0.96], [-1.40, 1.06, -1.79], [2.86, -0.19, -0.26], [-2.47, 0.96, -2.68], [-1.53, -1.07, -3.63], [-2.41, -2.03, 1.30], [-3.50, 1.69, 0.84], [2.09, 2.16, 3.29], [1.83, -1.69, -1.90], [-3.81, -2.66, 1.57], [2.75, 0.97, 0.71], [-1.58, 3.58, 1.71], [-1.27, 2.23, -0.84], [-0.32, -3.38, -1.32], [3.08, -2.25, -2.15], [3.28, -0.43, 3.15], [-0.45, 0.00, -1.80], [0.76, -1.92, -2.90], [-3.89, 1.42, 1.83], [0.59, -2.87, -3.20], [3.72, -1.13, 2.43], [3.15, 2.38, 3.48], [-0.24, 2.59, -0.82], [3.16, -3.00, -2.94], [-3.36, -0.12, -4.32], [-3.20, 1.77, -2.69], [1.55, 2.02, 4.23], [5.17, -2.29, -1.62], [4.06, 0.22, 3.57], [-1.56, -1.86, -4.39], [-1.93, 3.06, -1.14], [-3.74, 0.87, 0.15], [-1.93, 3.51, 2.75], [4.96, -0.44, 0.06], [2.81, -1.01, 3.96], [2.15, 1.78, 0.29], [-2.20, 4.29, 1.15], [-0.53, 3.91, 1.70], [1.13, -1.59, -3.86], [1.63, 2.96, 2.70], [-3.97, 2.62, 0.50], [3.73, 1.39, 0.96]],
  "mulliken_charge": [0.65, -0.13, -0.11, -0.10, 0.89, 0.86, -0.67, -0.22, -0.12, 0.25, -1.16, -0.98, -0.57, 0.49, 0.41, 0.09, 0.20, -0.58, -1.27, 0.09, -1.32, -1.24, 1.04, 0.82, -1.28, -1.14, -1.39, -0.01, -1.18, -1.16, 1.21, -2.20, 0.37, 0.82, 0.38, 0.43, 0.40, 0.50, 0.40, 0.45, 0.39, 0.38, 0.39, 0.46, 0.71, 0.29, 0.40, 0.48, 0.37, 0.34, 0.40, 0.33, 0.82, 0.29, 0.41, 0.63],
  "multiplicity": 5,
  "homo_ev": [-10.458, -10.483],
  "charge": 1,
  "e_tot_ev": -112776.0064,
  "homo_lumo_gap_ev": [7.26, 7.42],
  "e_lumo_ha": [-0.1174, -0.1126]
}

{
  "formula": "C3H11N4O",
  "method": "the ωB97M-V functional and the def2-TZVPD basis",
  "symbols": ["O", "N", "N", "N", "N", "C", "C", "C", "H", "H", "H", "H", "H", "H", "H", "H", "H", "H", "H"],
  "xyz": [[0.05, -0.95, -1.34], [0.43, 1.83, 1.78], [-1.22, 0.37, 2.46], [-0.40, -2.58, -2.85], [-0.60, 2.12, 3.82], [-0.47, 1.44, 2.69], [0.28, -1.47, -2.42], [1.32, -0.96, -3.39], [-1.12, -0.16, 1.59], [-1.91, 0.07, 3.16], [1.01, 2.65, 1.96], [2.09, -1.72, -3.58], [0.85, -0.67, -4.35], [-1.29, 1.83, 4.52], [0.53, 1.30, 0.91], [-0.02, 2.95, 4.00], [-0.20, -3.02, -3.75], [1.80, -0.06, -2.96], [-1.12, -2.97, -2.23]],
  "mulliken_charge": [-0.63, -0.35, -0.35, -0.38, -0.39, 0.86, 0.67, -0.98, 0.19, 0.21, 0.21, 0.31, 0.31, 0.21, 0.19, 0.21, 0.20, 0.25, 0.23],
  "homo_ev": -12.647,
  "charge": 1,
  "e_tot_ev": -11293.0039,
  "homo_lumo_gap_ev": 9.62,
  "e_lumo_ha": -0.1111,
  "relative_energy_kj_mol": 0.0
}

{
  "formula": "C13H14IrN5OS",
  "method": "the ωB97M-V functional and the def2-TZVPD basis",
  "symbols": ["Ir", "S", "O", "N", "N", "N", "N", "N", "C", "C", "C", "C", "C", "C", "C", "C", "C", "C", "C", "C", "C", "H", "H", "H", "H", "H", "H", "H", "H", "H", "H", "H", "H", "H", "H"],
  "xyz": [[-1.26, 0.70, -0.16], [-2.15, 2.73, 0.23], [-1.38, 0.51, -2.27], [-0.88, -1.36, 0.09], [-1.93, 3.88, 2.61], [-1.19, 1.73, 2.60], [-1.06, 0.64, 1.80], [0.68, 0.80, -0.65], [3.32, 0.54, -1.40], [0.99, 0.60, -1.95], [-0.28, -3.94, 0.88], [-0.12, 0.68, -2.96], [1.66, 0.91, 0.26], [-0.83, -2.34, -0.80], [-0.65, -1.64, 1.41], [-0.53, -3.65, -0.44], [2.98, 0.80, -0.08], [-0.35, -2.92, 1.83], [-0.80, -0.51, 2.32], [2.31, 0.45, -2.35], [-1.70, 2.75, 1.96], [-2.33, 4.68, 2.15], [-0.05, -4.95, 1.19], [-2.12, 0.82, -2.81], [4.35, 0.42, -1.70], [3.74, 0.90, 0.68], [-0.50, -4.42, -1.20], [-0.17, -3.11, 2.88], [-0.72, -0.60, 3.39], [-1.04, -2.07, -1.83], [2.53, 0.29, -3.40], [-1.75, 3.94, 3.60], [1.35, 1.13, 1.28], [-0.10, 1.67, -3.43], [-0.02, -0.08, -3.73]],
  "mulliken_charge": [1.12, -0.42, -0.41, -0.28, -0.34, -1.26, 0.69, -0.14, -0.31, 0.64, -0.27, -0.48, -0.01, 0.09, 0.70, -0.83, -0.88, -0.83, -0.24, -0.96, 0.73, 0.21, 0.46, 0.31, 0.46, 0.45, 0.42, 0.44, 0.46, 0.46, 0.47, 0.27, 0.51, 0.41, 0.39],
  "homo_ev": -15.129,
  "charge": 2,
  "e_tot_ev": -36866.1452,
  "homo_lumo_gap_ev": 7.16,
  "e_lumo_ha": -0.2927,
  "relative_energy_kj_mol": 0.0
}

{
  "formula": "C4H8BN",
  "method": "the ωB97M-V functional and the def2-TZVPD basis",
  "symbols": ["N", "C", "C", "C", "C", "B", "H", "H", "H", "H", "H", "H", "H", "H"],
  "xyz": [[0.58, -1.19, 0.85], [-1.48, 0.02, 0.26], [2.40, 0.69, -0.17], [-0.29, -0.62, -0.24], [-2.50, 0.35, -0.52], [1.22, -0.21, 0.13], [2.35, 1.34, -1.14], [-3.37, 0.84, -0.03], [-1.59, 0.23, 1.30], [0.24, -1.77, 1.52], [-2.64, 0.06, -1.60], [-0.68, -1.28, -0.97], [3.36, 0.30, -0.13], [2.40, 1.25, 0.74]],
  "mulliken_charge": [-0.41, -0.15, -0.83, -0.27, -0.85, 0.22, 0.26, 0.23, 0.32, 0.23, 0.25, 0.35, 0.36, 0.30],
  "homo_ev": -8.482,
  "smiles": "C=C[C@@H]1NB1C",
  "charge": 0,
  "e_tot_ev": -6442.3236,
  "homo_lumo_gap_ev": 9.15,
  "e_lumo_ha": 0.0244,
  "relative_energy_kj_mol": 216.7
}

> charge of number 5 (C13H14IrN5OS)?

+2

> Which value of charge does entry 2 give?

0

> Which value of charge does entry 1 give?

0